1.
This record from OMol25 describes an isolated ion of composition CH2IO3S and charge -1 in a non-equilibrium geometry. The level of theory is the ωB97M-V functional and the def2-TZVPD basis.

Computed properties:
LUMO level	2.90	eV
max |F|	6.13	eV/Å
net charge	-1
highest occupied orbital energy	-0.1674	Eh
relative energy (zero: lowest compared OMol25 entry of this formula, charge and spin)	37.3	kcal/mol
DFT total energy	-26148.0988	eV
HOMO-LUMO gap	7.454	eV

```
8
CH2IO3S, DFT the ωB97M-V functional and the def2-TZVPD basis
C 0.404 -0.198 -0.156
O -1.590 -1.227 1.347
O -2.932 -2.150 -0.580
O -0.283 -1.429 -0.872
S -1.666 -2.202 0.172
I 2.453 -0.836 0.052
H 0.484 0.624 -0.717
H 0.176 0.071 0.898
```

=====

2.
This record from OMol25 describes C4H9FO2Yb as an isolated structure in a non-equilibrium geometry. The level of theory is the ωB97M-V functional and the def2-TZVPD basis.

Computed properties:
LUMO level	-0.24	eV
max |F|	1.91	eV/Å
net charge	0
highest occupied orbital energy	-0.2359	Eh
relative energy (zero: lowest compared OMol25 entry of this formula, charge and spin)	0.0	kcal/mol
DFT total energy	-42632.6267	eV
HOMO-LUMO gap	6.178	eV

```
17
C4H9FO2Yb, DFT the ωB97M-V functional and the def2-TZVPD basis
F 3.125 0.142 0.070
C -0.950 2.175 0.329
O -2.163 1.386 0.509
C -2.293 0.282 -0.354
C -1.598 -0.999 0.117
O -0.204 -0.961 0.132
H -0.920 2.846 1.205
H -1.114 2.846 -0.542
H -1.932 0.547 -1.369
H -3.371 0.067 -0.439
H -1.962 -1.809 -0.550
H -1.991 -1.228 1.131
Yb 0.883 0.779 0.233
C 3.529 -1.273 -0.109
H 4.616 -1.171 -0.169
H 3.394 -1.945 0.745
H 2.950 -1.683 -0.941
```

=====

3.
This record from OMol25 describes a 5-piece molecular cluster, C42H73Cl2IN3O9P overall in a non-equilibrium geometry. The level of theory is the ωB97M-V functional and the def2-TZVPD basis.

Computed properties:
LUMO level	-1.34	eV
max |F|	2.47	eV/Å
net charge	0
highest occupied orbital energy	-0.2699	Eh
DFT total energy	-110061.4346	eV
HOMO-LUMO gap	6.002	eV

```
131
C42H73Cl2IN3O9P, DFT the ωB97M-V functional and the def2-TZVPD basis
C 2.832 4.813 3.937
C 2.717 4.855 2.414
P 3.128 3.259 1.609
C 3.862 3.681 0.006
C 3.305 4.949 -0.710
C 1.627 2.177 1.647
O 0.829 2.796 2.650
N 1.997 0.853 2.238
I 3.737 1.161 3.594
C 2.062 -0.316 1.270
C 2.315 -1.566 2.144
C 3.789 -2.040 2.164
C 4.034 -3.459 2.920
O 4.021 -3.082 1.377
C 3.250 -0.101 0.299
O 3.891 0.955 0.519
O 3.437 -0.956 -0.548
C 0.596 -0.424 0.570
N -0.174 -1.369 1.348
C 0.591 -0.884 -0.895
C 0.435 -2.354 -1.322
C -1.011 -2.856 -1.395
Cl 1.430 -3.581 -0.505
N -0.097 0.900 0.649
C -1.545 0.946 0.568
C -2.290 0.964 1.897
C -2.485 2.142 2.606
C -3.176 2.166 3.801
C -3.729 1.018 4.339
C -4.484 1.089 5.635
C -3.557 -0.158 3.626
C -2.867 -0.177 2.431
C 0.712 2.046 0.370
O 1.541 1.833 -0.759
C -0.033 3.377 0.222
C -0.558 3.736 -1.192
C -0.886 2.599 -2.157
Cl -2.003 4.791 -0.969
H 2.785 5.815 4.359
H 3.728 4.299 4.276
H 1.995 4.259 4.359
H 1.694 5.152 2.169
H 3.369 5.634 2.018
H 3.817 2.851 -0.687
H 4.924 3.850 0.178
H 2.391 5.331 -0.257
H 3.126 4.752 -1.766
H 4.029 5.759 -0.654
H 0.008 2.286 2.751
H 1.264 0.619 2.905
H 1.834 -2.461 1.773
H 2.019 -1.410 3.182
H 4.566 -1.299 2.339
H 3.914 -4.524 2.735
H 2.982 -3.382 3.311
H -0.420 -1.019 2.261
H -0.970 -1.733 0.853
H -0.278 -0.407 -1.358
H 1.417 -0.460 -1.440
H 0.788 -2.368 -2.353
H -1.086 -3.699 -2.075
H -1.294 -3.256 -0.417
H -1.700 -2.051 -1.646
H -1.928 1.769 -0.028
H -1.915 0.066 0.031
H -2.112 3.090 2.241
H -3.291 3.105 4.325
H -3.940 0.522 6.392
H -4.563 2.123 5.956
H -5.477 0.654 5.540
H -3.993 -1.078 3.995
H -2.795 -1.125 1.914
H 1.751 2.658 -1.205
H 0.632 4.178 0.539
H -0.865 3.444 0.907
H 0.164 4.394 -1.672
H -0.664 2.885 -3.181
H -0.386 1.668 -1.932
H -1.958 2.396 -2.138
C -1.909 6.022 7.051
C -1.115 4.841 7.605
C -2.225 3.853 7.938
O -3.273 4.091 6.994
C -3.025 5.314 6.295
H -1.325 6.685 6.415
H -2.323 6.612 7.870
H -0.463 4.431 6.830
H -0.500 5.090 8.469
H -2.619 4.023 8.945
H -1.907 2.813 7.863
H -2.714 5.076 5.271
H -3.947 5.893 6.250
C 1.833 -0.232 -6.093
C 2.642 -0.513 -4.828
C 2.278 0.679 -3.956
O 0.936 1.047 -4.317
C 0.559 0.370 -5.521
H 1.641 -1.118 -6.697
H 2.354 0.502 -6.712
H 2.300 -1.439 -4.359
H 3.713 -0.597 -5.000
H 2.938 1.532 -4.153
H 2.319 0.456 -2.893
H -0.164 -0.413 -5.267
H 0.078 1.078 -6.198
C 0.510 -5.457 -7.256
C 0.376 -4.957 -8.693
C -0.481 -3.711 -8.507
O -0.158 -3.189 -7.217
C 0.609 -4.148 -6.484
H 1.368 -6.107 -7.094
H -0.390 -6.001 -6.963
H 1.357 -4.685 -9.087
H -0.074 -5.680 -9.371
H -1.548 -3.957 -8.526
H -0.290 -2.946 -9.261
H 1.646 -3.798 -6.431
H 0.217 -4.220 -5.469
C -3.882 -7.965 -1.699
C -2.364 -8.035 -1.548
C -1.932 -6.710 -2.161
O -2.994 -5.785 -1.910
C -4.148 -6.487 -1.446
H -4.424 -8.615 -1.013
H -4.170 -8.232 -2.719
H -2.095 -8.067 -0.490
H -1.911 -8.894 -2.040
H -1.797 -6.799 -3.244
H -1.009 -6.321 -1.728
H -4.272 -6.286 -0.376
H -5.028 -6.115 -1.972
```

=====

4.
This record from OMol25 describes C40H76BN3O39S6 as an isolated structure in a non-equilibrium geometry. The level of theory is the ωB97M-V functional and the def2-TZVPD basis.

Computed properties:
LUMO level	-5.16	eV
max |F|	5.34	eV/Å
net charge	0
highest occupied orbital energy	-0.2237	Eh
DFT total energy	-192691.9273	eV
HOMO-LUMO gap	0.928	eV

```
165
C40H76BN3O39S6, DFT the ωB97M-V functional and the def2-TZVPD basis
N 0.152 -0.506 0.334
H 1.045 0.138 0.296
H -0.406 -0.434 -0.520
H -0.400 -0.334 1.187
H 0.332 -1.517 0.433
B 2.457 0.831 0.426
H 0.733 3.314 -2.405
H -7.169 9.948 10.028
H 6.432 2.436 12.521
H 3.069 3.805 3.469
C -1.770 -0.224 6.237
C -1.380 -1.291 5.265
O -2.586 -1.968 4.945
S -3.650 -1.810 6.050
O -3.935 -3.060 6.711
O -4.818 -1.133 5.560
O -2.800 -0.859 6.995
H -2.143 0.596 5.638
H -1.024 0.071 6.949
H -0.781 -2.064 5.742
H -0.905 -0.938 4.362
C 6.915 2.572 -0.263
C 5.904 1.514 -0.579
O 6.193 0.474 0.368
S 6.410 1.220 1.801
O 7.478 0.478 2.484
O 5.230 1.551 2.471
O 7.079 2.561 1.190
H 6.669 3.555 -0.621
H 7.845 2.296 -0.745
H 5.999 1.027 -1.585
H 4.883 1.939 -0.414
C -4.589 2.843 3.112
C -5.479 1.488 3.256
O -4.781 0.492 2.547
S -3.362 0.989 1.985
O -3.172 0.695 0.562
O -2.342 0.525 2.891
O -3.499 2.575 2.277
H -4.121 3.069 4.070
H -5.123 3.752 2.822
H -6.373 1.710 2.718
H -5.633 1.101 4.258
C -2.497 -1.630 -4.869
C -3.547 -1.853 -5.930
O -3.377 -0.719 -6.774
S -1.827 -0.526 -7.040
O -1.580 0.863 -7.243
O -1.241 -1.399 -8.025
O -1.443 -1.012 -5.614
H -2.180 -2.562 -4.420
H -2.865 -1.008 -4.086
H -4.605 -1.783 -5.638
H -3.236 -2.752 -6.477
C -1.497 3.284 -0.895
C -1.141 4.760 -0.847
O -1.079 5.158 -2.235
S -1.952 4.217 -3.137
O -1.169 3.670 -4.209
O -3.216 4.827 -3.441
O -2.244 3.111 -2.021
H -2.200 3.097 -0.116
H -0.692 2.556 -0.750
H -0.131 4.753 -0.449
H -1.810 5.466 -0.316
C 5.220 -4.546 -1.771
C 5.994 -3.566 -1.009
O 5.010 -2.484 -0.891
S 3.577 -3.167 -0.533
O 2.533 -2.553 -1.311
O 3.355 -3.310 0.875
O 3.948 -4.563 -1.084
H 5.612 -5.571 -1.653
H 4.963 -4.282 -2.784
H 6.927 -3.158 -1.363
H 6.173 -3.976 0.007
C 3.285 0.516 -5.211
C 2.349 1.704 -5.070
C 0.914 1.393 -4.703
C 0.548 0.875 -3.345
N 0.158 0.454 -2.342
H 3.225 -0.204 -4.376
H 4.285 0.956 -5.216
H 3.229 -0.037 -6.150
H 2.418 2.303 -5.982
H 2.738 2.295 -4.251
H 0.422 0.634 -5.336
H 0.319 2.313 -4.694
C -0.266 -6.556 2.986
C 0.148 -6.157 1.575
C 1.140 -5.011 1.615
C 0.478 -3.734 2.128
N 0.081 -2.692 2.457
H -0.335 -5.611 3.558
H 0.551 -7.123 3.452
H -1.177 -7.177 3.079
H -0.728 -5.845 1.041
H 0.544 -6.994 1.018
H 1.510 -4.792 0.631
H 1.976 -5.217 2.264
C 0.985 -2.576 -4.034
C 1.080 -4.097 -3.924
C 0.145 -4.726 -2.898
O -0.213 -5.998 -3.593
C -0.069 -5.798 -4.899
O -0.426 -6.546 -5.745
O 0.630 -4.674 -5.144
H 1.226 -2.271 -5.045
H 1.716 -2.029 -3.376
H 0.006 -2.214 -3.815
H 2.066 -4.467 -3.745
H -0.806 -4.254 -2.833
H 0.605 -5.000 -1.959
C 3.914 -1.140 4.740
C 3.258 0.211 4.787
C 1.715 0.100 4.441
O 1.108 0.854 5.452
C 2.008 0.999 6.506
O 1.714 1.454 7.573
O 3.265 0.653 6.123
H 4.047 -1.499 3.712
H 3.270 -1.885 5.246
H 4.886 -1.210 5.208
H 3.697 0.933 4.087
H 1.363 -0.946 4.477
H 1.562 0.487 3.435
C 4.547 7.474 1.994
C 3.821 6.136 1.836
C 2.248 6.182 1.756
O 1.976 5.294 0.685
C 3.089 5.110 -0.056
O 3.047 4.559 -1.072
O 4.174 5.533 0.584
H 4.223 8.070 2.853
H 4.363 8.089 1.138
H 5.613 7.348 2.201
H 4.122 5.403 2.615
H 1.872 7.199 1.504
H 1.703 5.817 2.589
C -4.989 -2.904 -1.375
C -3.849 -2.455 -0.491
C -3.837 -2.986 0.984
O -2.494 -3.449 1.103
C -1.820 -3.261 -0.052
O -0.618 -3.462 -0.258
O -2.601 -2.895 -1.107
H -5.997 -2.584 -1.094
H -5.098 -3.996 -1.436
H -4.830 -2.639 -2.392
H -3.821 -1.347 -0.531
H -4.523 -3.837 1.104
H -3.980 -2.188 1.699
C -5.172 1.440 -3.006
C -5.403 2.745 -2.345
C -6.825 3.361 -2.491
O -7.408 2.843 -1.281
C -6.486 2.592 -0.372
O -6.707 2.314 0.814
O -5.268 2.670 -0.821
H -5.857 0.633 -2.755
H -4.139 1.106 -2.793
H -5.311 1.788 -4.045
H -4.543 3.427 -2.602
H -7.448 2.998 -3.291
H -6.710 4.456 -2.475
```